DFT (ωB97M-V/def2-TZVPD) results for 2 unconnected molecules or ions with the total composition C4H7IN2 at a distorted geometry.

Values from the calculation:
* gap between HOMO and LUMO: 8.708 eV
* E_tot: -563.7312 a.u.
* M: 210.02 g mol⁻¹
* E_LUMO: 0.057 eV
* energy above the lowest of the compared OMol25 structures with the same formula, charge and spin: 214.07 kJ/mol

Last column: Mulliken charge in e.
CARTESIAN COORDINATES (ANGSTROEM)
1 C 0.21 -1.15 0.45  0.010
2 C -2.09 0.22 -0.19  0.039
3 C 0.50 1.11 -0.60  -1.238
4 C -0.11 -0.26 -0.65  -0.120
5 N 0.35 -2.39 0.25  -0.608
6 N -2.24 1.03 0.71  -0.441
7 I -3.43 -0.85 -1.43  0.030
8 H 0.31 -0.66 1.43  0.361
9 H 1.59 1.04 -0.59  0.372
10 H 0.20 1.69 -1.47  0.313
11 H 0.18 1.63 0.30  0.327
12 H -0.21 -0.74 -1.61  0.426
13 H 0.58 -2.95 1.07  0.254
14 H -3.14 1.37 1.02  0.275

***

DFT (ωB97M-V/def2-TZVPD) results for 13 unconnected molecules or ions with the total composition C49H107O22P3 at a distorted geometry.

Values from the calculation:
* gap between HOMO and LUMO (spin up / spin down): 8.436 / 2.562 eV
* expectation value of S²: 0.754
* E_tot: -4610.2162 a.u.
* total charge: +1
* M: 1141.29 g mol⁻¹
* E_LUMO (spin up / spin down): -2.415 / -8.289 eV
* spin multiplicity: 2

Last column: Mulliken spin population.
CARTESIAN COORDINATES (ANGSTROEM)
1 C 3.19 -4.00 -1.07  0.000
2 O 2.49 -4.86 -0.20  0.000
3 P 3.13 -6.29 0.18  0.000
4 O 4.53 -6.27 0.73  0.000
5 O 2.06 -6.87 1.22  0.000
6 C 2.16 -8.18 1.70  0.000
7 O 2.85 -7.21 -1.14  0.000
8 C 1.62 -7.30 -1.84  0.000
9 H 4.27 -3.95 -0.95  0.000
10 H 2.81 -2.99 -0.89  0.000
11 H 2.79 -4.22 -2.06  0.000
12 H 2.85 -8.82 1.14  0.000
13 H 1.21 -8.69 1.57  0.000
14 H 2.44 -8.21 2.75  0.000
15 H 1.30 -8.33 -1.92  0.000
16 H 1.54 -6.79 -2.80  0.000
17 H 0.83 -6.80 -1.27  0.000
18 C 0.22 8.10 0.74  0.000
19 O 0.08 6.69 0.61  0.000
20 P -0.58 6.03 -0.68  -0.001
21 O -1.99 6.31 -0.93  0.002
22 O -0.28 4.40 -0.43  0.002
23 C 1.04 3.94 -0.42  0.000
24 O 0.42 6.37 -1.94  0.000
25 C -0.07 5.99 -3.18  0.000
26 H -0.60 8.47 1.34  0.000
27 H 0.13 8.70 -0.16  0.000
28 H 1.11 8.30 1.34  0.000
29 H 1.83 4.64 -0.69  0.000
30 H 1.14 3.11 -1.11  0.000
31 H 1.22 3.61 0.60  0.000
32 H 0.47 5.15 -3.61  0.000
33 H 0.09 6.83 -3.86  0.000
34 H -1.12 5.72 -3.27  0.000
35 C -3.46 -5.04 -1.99  0.000
36 O -2.43 -4.78 -1.00  0.000
37 P -2.91 -4.71 0.58  0.000
38 O -3.50 -5.88 1.21  0.000
39 O -1.62 -4.23 1.42  0.000
40 C -0.43 -4.97 1.43  0.000
41 O -3.80 -3.37 0.64  0.000
42 C -4.26 -2.72 1.82  0.000
43 H -4.29 -5.64 -1.61  0.000
44 H -2.98 -5.58 -2.80  0.000
45 H -3.83 -4.08 -2.34  0.000
46 H 0.42 -4.39 1.07  0.000
47 H -0.50 -5.90 0.87  0.000
48 H -0.15 -5.16 2.47  0.000
49 H -4.16 -1.64 1.86  0.000
50 H -3.77 -2.99 2.76  0.000
51 H -5.34 -2.83 1.96  0.000
52 C -5.46 -0.80 -3.33  0.000
53 C -4.38 -0.65 -2.29  0.001
54 C -3.98 0.86 -2.31  0.000
55 O -4.61 1.40 -3.47  0.003
56 C -5.06 0.34 -4.28  0.000
57 H -6.43 -0.62 -2.87  0.000
58 H -5.44 -1.73 -3.90  0.000
59 H -3.46 -1.19 -2.48  0.000
60 H -4.70 -0.98 -1.30  0.000
61 H -2.91 1.05 -2.28  -0.001
62 H -4.47 1.35 -1.47  0.000
63 H -4.22 0.00 -4.90  0.000
64 H -5.94 0.62 -4.86  0.000
65 C 0.65 -3.59 -4.44  0.000
66 C -0.51 -4.10 -3.64  0.000
67 C -1.36 -2.86 -3.28  0.000
68 O -0.48 -1.74 -3.31  0.000
69 C 0.79 -2.15 -3.78  0.000
70 H 0.43 -3.50 -5.50  0.000
71 H 1.48 -4.27 -4.22  0.000
72 H -0.17 -4.51 -2.68  0.000
73 H -1.00 -4.87 -4.24  0.000
74 H -1.68 -3.06 -2.26  0.000
75 H -2.18 -2.69 -3.99  0.000
76 H 1.48 -2.24 -2.95  0.000
77 H 1.16 -1.50 -4.57  0.000
78 C 3.87 -0.01 -3.02  0.000
79 C 4.59 -0.22 -4.30  0.000
80 C 3.79 0.50 -5.35  0.000
81 O 3.41 1.66 -4.61  0.000
82 C 3.15 1.31 -3.27  0.000
83 H 4.41 0.06 -2.08  0.000
84 H 3.09 -0.75 -2.85  0.000
85 H 4.85 -1.23 -4.64  0.000
86 H 5.54 0.31 -4.20  0.000
87 H 2.90 0.01 -5.73  0.000
88 H 4.40 0.74 -6.22  0.000
89 H 2.08 1.13 -3.16  0.000
90 H 3.42 2.16 -2.64  0.000
91 C -2.35 -0.69 6.44  0.000
92 C -2.86 0.70 6.72  0.000
93 C -2.17 1.55 5.62  0.000
94 O -2.29 0.69 4.48  0.000
95 C -2.19 -0.73 4.88  0.001
96 H -3.13 -1.38 6.73  0.000
97 H -1.49 -0.93 7.06  0.000
98 H -2.67 1.09 7.72  0.000
99 H -3.94 0.77 6.55  0.000
100 H -1.09 1.65 5.76  0.000
101 H -2.54 2.58 5.60  -0.001
102 H -1.16 -1.01 4.63  0.000
103 H -2.86 -1.36 4.30  0.000
104 C 0.30 2.79 -4.84  0.000
105 C -0.87 2.12 -4.21  0.000
106 C -1.58 1.48 -5.38  0.000
107 O -0.64 1.51 -6.45  0.000
108 C 0.64 1.82 -5.98  0.000
109 H 1.08 3.15 -4.16  0.000
110 H 0.02 3.70 -5.38  0.000
111 H -1.55 2.72 -3.60  0.000
112 H -0.68 1.33 -3.48  0.000
113 H -2.39 2.08 -5.78  0.000
114 H -1.90 0.49 -5.05  0.000
115 H 1.27 2.26 -6.75  0.000
116 H 1.08 0.88 -5.64  0.000
117 C 1.85 -2.57 3.20  0.000
118 C 3.11 -2.77 2.35  0.000
119 C 4.19 -2.60 3.51  0.000
120 O 3.51 -3.09 4.64  0.000
121 C 2.16 -3.38 4.40  0.000
122 H 0.92 -2.84 2.70  0.000
123 H 1.70 -1.51 3.38  0.000
124 H 3.12 -2.02 1.57  0.000
125 H 3.13 -3.80 1.99  0.000
126 H 4.49 -1.55 3.61  0.000
127 H 5.08 -3.19 3.28  0.000
128 H 1.61 -3.07 5.29  0.000
129 H 2.00 -4.41 4.11  0.000
130 C -1.05 -0.17 1.32  -0.001
131 C -0.70 -1.16 0.21  0.000
132 C 0.56 -0.60 -0.46  0.001
133 O 0.73 0.69 0.26  -0.001
134 C -0.50 1.14 0.79  -0.002
135 H -0.49 -0.53 2.18  0.000
136 H -2.13 -0.21 1.50  0.001
137 H -1.55 -1.28 -0.47  0.000
138 H -0.63 -2.19 0.56  0.000
139 H 0.44 -0.37 -1.52  0.000
140 H 1.39 -1.27 -0.23  -0.001
141 H -1.19 1.59 0.07  0.007
142 H -0.32 1.88 1.57  0.000
143 C 4.15 2.48 0.58  0.000
144 C 5.66 2.59 0.81  0.000
145 C 5.73 2.33 2.30  0.000
146 O 4.65 1.42 2.62  0.000
147 C 3.75 1.28 1.49  0.000
148 H 3.87 2.24 -0.45  0.000
149 H 3.60 3.35 0.93  0.000
150 H 6.07 3.56 0.52  0.000
151 H 6.18 1.82 0.25  0.000
152 H 5.57 3.30 2.77  0.000
153 H 6.73 1.98 2.55  0.000
154 H 2.72 1.28 1.82  0.000
155 H 4.05 0.35 1.00  0.000
156 C -3.17 3.56 1.96  -0.006
157 C -4.07 2.58 2.55  0.000
158 C -5.43 3.05 2.04  0.004
159 O -5.09 3.23 0.66  0.694
160 C -3.78 3.74 0.58  0.062
161 H -2.16 3.16 1.96  0.010
162 H -3.28 4.49 2.52  0.007
163 H -4.21 2.59 3.63  0.000
164 H -3.87 1.56 2.23  0.014
165 H -5.87 3.93 2.51  0.054
166 H -6.18 2.26 2.07  0.016
167 H -3.95 4.80 0.40  0.098
168 H -3.29 3.23 -0.25  0.036
169 C 0.96 4.12 5.14  0.000
170 C -0.16 4.05 4.17  0.000
171 C 0.24 5.09 3.06  0.000
172 O 1.70 5.21 3.18  0.000
173 C 2.12 4.23 4.13  0.000
174 H 1.08 3.24 5.77  0.000
175 H 1.02 5.00 5.77  0.000
176 H -1.11 4.30 4.64  0.000
177 H -0.08 3.09 3.66  0.000
178 H -0.12 6.09 3.33  0.000
179 H -0.06 4.73 2.08  0.000
180 H 3.05 4.49 4.64  0.000
181 H 2.29 3.30 3.59  0.000

***

DFT (ωB97M-V/def2-TZVPD) results for 5 unconnected molecules or ions with the total composition C20H50O10 at a distorted geometry.

Values from the calculation:
* gap between HOMO and LUMO: 10.013 eV
* E_tot: -1544.0575 a.u.
* M: 450.61 g mol⁻¹
* E_LUMO: 0.585 eV
* energy above the lowest of the compared OMol25 structures with the same formula, charge and spin: 610.45 kJ/mol
* structure (SMILES): COCCOC.COCCOC.COCCOC.COCCOC.COCCOC

Last column: Mulliken charge in e.
CARTESIAN COORDINATES (ANGSTROEM)
1 C -9.06 -3.59 -3.56  -0.616
2 O -10.26 -3.23 -2.80  -0.363
3 C -10.96 -4.37 -2.27  -0.572
4 C -11.89 -5.09 -3.26  -0.507
5 O -11.03 -5.79 -4.11  -0.244
6 C -11.53 -6.68 -5.08  -0.779
7 H -8.44 -4.31 -3.03  0.290
8 H -8.39 -2.73 -3.68  0.260
9 H -9.36 -4.05 -4.50  0.217
10 H -11.72 -4.08 -1.55  0.358
11 H -10.37 -5.10 -1.71  0.362
12 H -12.46 -4.32 -3.78  0.303
13 H -12.61 -5.77 -2.80  0.440
14 H -12.00 -7.44 -4.46  0.291
15 H -10.73 -7.09 -5.70  0.232
16 H -12.38 -6.37 -5.69  0.329
17 C -1.33 -3.05 -4.32  -0.789
18 O -0.29 -3.41 -3.46  -0.269
19 C 0.52 -4.54 -3.85  -0.453
20 C 1.83 -4.66 -2.97  -0.570
21 O 2.68 -3.48 -2.99  -0.297
22 C 3.90 -3.65 -2.29  -0.739
23 H -2.07 -2.40 -3.84  0.252
24 H -1.86 -3.83 -4.86  0.322
25 H -0.96 -2.40 -5.12  0.314
26 H 0.88 -4.41 -4.87  0.338
27 H 0.13 -5.54 -3.66  0.316
28 H 2.46 -5.49 -3.28  0.388
29 H 1.50 -4.75 -1.94  0.331
30 H 3.77 -3.95 -1.25  0.309
31 H 4.37 -2.66 -2.33  0.243
32 H 4.56 -4.45 -2.63  0.303
33 C 11.79 2.98 6.66  -0.746
34 O 10.77 2.32 5.89  -0.315
35 C 9.55 2.14 6.60  -0.293
36 C 8.54 1.47 5.65  -0.609
37 O 7.19 1.26 6.16  -0.352
38 C 6.41 0.33 5.50  -0.630
39 H 12.75 2.86 6.15  0.271
40 H 12.02 2.52 7.62  0.310
41 H 11.62 4.06 6.75  0.290
42 H 9.23 3.09 7.03  0.308
43 H 9.70 1.43 7.42  0.268
44 H 9.01 0.68 5.06  0.393
45 H 8.29 2.18 4.87  0.309
46 H 7.12 -0.49 5.37  0.303
47 H 6.23 0.79 4.52  0.273
48 H 5.45 0.13 5.96  0.219
49 C 1.86 4.69 -1.39  -0.664
50 O 2.56 5.89 -1.86  -0.356
51 C 2.89 6.86 -0.90  -0.512
52 C 1.59 7.67 -0.62  -0.336
53 O 1.35 8.42 -1.81  -0.284
54 C 0.39 9.43 -1.64  -0.892
55 H 1.00 5.02 -0.82  0.270
56 H 2.43 4.06 -0.71  0.270
57 H 1.49 4.13 -2.25  0.273
58 H 3.72 7.48 -1.23  0.263
59 H 3.23 6.20 -0.10  0.368
60 H 1.73 8.27 0.28  0.357
61 H 0.74 7.05 -0.34  0.272
62 H 0.63 10.29 -1.02  0.325
63 H -0.47 8.99 -1.14  0.316
64 H -0.22 9.67 -2.51  0.331
65 C -3.42 -0.92 0.95  -0.719
66 O -2.46 -0.82 1.95  -0.330
67 C -1.15 -0.75 1.39  -0.589
68 C -0.18 -0.14 2.32  -0.502
69 O -0.41 1.31 2.44  -0.319
70 C 0.49 1.81 3.47  -0.747
71 H -4.38 -0.90 1.46  0.249
72 H -3.24 -1.81 0.34  0.293
73 H -3.38 -0.14 0.19  0.318
74 H -1.08 -0.15 0.48  0.335
75 H -0.87 -1.74 1.01  0.440
76 H 0.84 -0.24 1.94  0.354
77 H -0.28 -0.68 3.25  0.337
78 H 0.29 2.88 3.59  0.265
79 H 1.56 1.83 3.32  0.291
80 H 0.17 1.31 4.38  0.324

***

DFT (ωB97M-V/def2-TZVPD) results for 2 unconnected molecules or ions with the total composition CH3ClIN at a distorted geometry.

Values from the calculation:
* gap between HOMO and LUMO: 10.590 eV
* E_tot: -852.5073 a.u.
* M: 191.40 g mol⁻¹
* E_LUMO: 0.536 eV
* energy above the lowest of the compared OMol25 structures with the same formula, charge and spin: 31.76 kJ/mol
* structure (SMILES): [H]/N=C\Cl.I

Last column: Mulliken charge in e.
CARTESIAN COORDINATES (ANGSTROEM)
1 H -1.37 -0.28 1.50  0.275
2 N -0.50 -0.17 0.88  -0.427
3 C -0.25 -0.90 -0.06  0.209
4 Cl -1.28 -2.23 -0.44  -0.228
5 H 0.61 -0.99 -0.72  0.146
6 I 2.92 0.88 -0.57  -0.090
7 H 2.14 2.28 -0.70  0.116